No. 1
A structure of composition C8H10BN in a non-equilibrium geometry. Source: OMol25; level of theory: ωB97M-V/def2-TZVPD.

Last column: natural (NBO) charge in e.
Positions of all 20 atoms, in Å:
B  -0.598  1.188  0.774  0.752
C  2.328  -1.330  -0.353  -0.218
C  1.521  -2.189  -1.191  -0.202
C  1.638  -0.167  0.154  -0.175
C  0.142  -1.911  -1.200  -0.217
C  0.275  0.074  0.075  -0.305
C  -0.480  -0.818  -0.636  -0.041
C  -1.939  -0.444  -0.724  -0.169
C  -0.090  2.471  1.623  -0.949
N  -1.887  1.040  0.390  -0.835
H  3.418  -1.438  -0.113  0.224
H  1.775  -3.063  -1.730  0.217
H  2.122  0.493  0.859  0.207
H  -0.420  -2.440  -1.981  0.198
H  -2.216  -0.081  -1.635  0.201
H  -2.586  -1.177  -0.239  0.212
H  0.474  3.108  0.878  0.240
H  0.430  2.370  2.622  0.239
H  -1.097  2.899  1.919  0.220
H  -2.810  1.415  0.508  0.403

Calculated values
LUMO energy in eV: 0.69
HOMO in eV: -9.1
E_tot in eV: -10624.0698
HOMO-LUMO gap in eV: 9.74
ΔE to the lowest compared entry with this formula, charge and spin in kcal/mol: 5.9
Largest force on an atom in eV/A: 5.61

---

No. 2
An isolated molecule of C8H10BrClFN3O in a non-equilibrium geometry. Source: OMol25; level of theory: ωB97M-V/def2-TZVPD.

Last column: natural (NBO) charge in e.
Positions of all 25 atoms, in Å:
C  -1.118  0.246  1.286  -0.628
C  -1.307  0.024  -0.199  -0.142
C  -0.846  1.256  -0.958  -0.658
C  -2.790  -0.177  -0.620  0.056
F  -3.488  0.968  -0.530  -0.342
C  -0.545  -1.332  -0.525  -0.130
Cl  -0.071  -1.555  -2.196  0.052
Br  -1.357  -2.943  0.327  0.100
C  0.876  -1.323  0.435  0.702
O  0.832  -1.851  1.526  -0.547
N  2.072  -0.578  0.185  -0.298
C  3.122  -0.307  1.072  0.225
N  3.820  0.693  0.660  -0.434
C  3.141  1.095  -0.502  0.147
N  2.106  0.376  -0.787  -0.251
H  -0.169  0.826  1.396  0.212
H  -1.053  -0.694  1.772  0.234
H  -2.051  0.807  1.688  0.237
H  0.225  1.214  -1.111  0.252
H  -0.961  2.152  -0.317  0.225
H  -1.297  1.614  -1.881  0.232
H  -2.685  -0.465  -1.615  0.161
H  -3.111  -1.085  0.004  0.172
H  3.457  -1.039  1.732  0.220
H  3.195  2.078  -0.842  0.205

Calculated values
Structure (SMILES): CC(C)(CF)[C@](Cl)(Br)C(=O)n1cncn1
LUMO energy in eV: -0.22
HOMO in eV: -10.4
E_tot in eV: -100255.9735
HOMO-LUMO gap in eV: 10.22
ΔE to the lowest compared entry with this formula, charge and spin in kcal/mol: 0.0
Largest force on an atom in eV/A: 3.92

---

No. 3
A structure of composition C8H10BrFeN3O7P2. Source: OMol25; level of theory: ωB97M-V/def2-TZVPD.

Last column: natural (NBO) charge in e.
Positions of all 32 atoms, in Å:
Fe  0.052  -0.167  -0.305  1.543
O  -2.875  1.986  -1.280  -1.018
P  -2.494  1.507  0.215  2.559
O  -3.171  2.315  1.229  -1.106
O  -0.969  1.414  0.184  -1.233
O  -3.053  -0.024  0.195  -1.109
P  -2.248  -1.409  0.340  2.542
O  -3.411  -2.473  0.151  -0.980
O  -1.578  -1.521  1.650  -1.153
O  -1.302  -1.483  -0.871  -1.205
H  -3.659  2.544  -1.252  0.510
H  -3.782  -2.453  -0.738  0.507
Br  -0.293  3.429  -4.767  0.105
C  0.674  2.030  -3.962  -0.118
C  1.774  1.478  -4.594  -0.173
C  2.450  0.447  -3.961  -0.239
C  2.000  0.016  -2.727  0.045
N  0.938  0.555  -2.125  -0.532
C  0.275  1.548  -2.727  0.029
H  2.091  1.846  -5.560  0.239
H  3.311  -0.016  -4.419  0.234
H  2.494  -0.790  -2.198  0.208
H  -0.584  1.950  -2.203  0.261
N  2.418  -1.188  2.948  -0.497
C  3.453  -0.600  2.256  -0.095
C  2.927  -0.231  1.061  -0.081
N  1.595  -0.586  1.021  -0.621
C  1.318  -1.156  2.179  0.216
H  2.457  -1.556  3.882  0.431
H  4.439  -0.503  2.671  0.230
H  3.405  0.271  0.239  0.219
H  0.335  -1.519  2.452  0.281

Calculated values
LUMO energy (spin up / spin down) in eV: -0.19 / -0.31
Expectation value of S²: 6.009
HOMO (spin up / spin down) in eV: -9.5 / -8.7
E_tot in eV: -150277.9332
HOMO-LUMO gap (spin up / spin down) in eV: 9.35 / 8.34
Multiplicity: 5
ΔE to the lowest compared entry with this formula, charge and spin in kcal/mol: 1.8
Largest force on an atom in eV/A: 0.27

---

No. 4
A cluster of 2 separate species, C8H10BrNO3S in total in a non-equilibrium geometry. Source: OMol25; level of theory: ωB97M-V/def2-TZVPD.

Last column: natural (NBO) charge in e.
Positions of all 24 atoms, in Å:
C  -3.918  1.470  0.696  -0.150
C  -3.749  0.865  -0.571  -0.242
C  -3.020  1.075  1.637  -0.238
C  -2.792  -0.037  -0.800  0.021
C  -2.017  0.036  1.355  0.105
C  3.421  -2.049  0.931  -0.582
C  2.789  -0.856  0.186  -0.538
C  1.806  -0.232  1.176  0.647
N  -1.992  -0.521  0.214  -0.469
O  -1.093  -2.367  -1.629  -0.942
O  0.084  -2.260  0.434  -0.966
O  1.464  -0.489  2.284  -0.502
S  -1.164  -2.443  -0.198  1.733
Br  1.106  1.576  0.466  -0.192
H  -4.562  2.404  0.880  0.237
H  -4.220  1.367  -1.291  0.217
H  -3.024  1.579  2.576  0.222
H  -2.516  -0.571  -1.682  0.243
H  -1.255  -0.196  2.112  0.234
H  2.695  -2.744  1.235  0.228
H  3.974  -1.665  1.669  0.201
H  4.133  -2.584  0.156  0.203
H  3.669  -0.222  -0.132  0.255
H  2.154  -1.120  -0.729  0.274

Calculated values
LUMO energy in eV: -0.03
HOMO in eV: -9.8
E_tot in eV: -96966.8863
HOMO-LUMO gap in eV: 9.72
ΔE to the lowest compared entry with this formula, charge and spin in kcal/mol: 0.0
Largest force on an atom in eV/A: 5.87

---

No. 5
A cluster of 2 separate species, C8H10BrOSi in total in a non-equilibrium geometry. Source: OMol25; level of theory: ωB97M-V/def2-TZVPD.

Last column: natural (NBO) charge in e.
Positions of all 21 atoms, in Å:
O  3.467  1.111  2.066  -0.523
C  2.976  0.298  1.338  0.457
C  2.567  0.601  -0.074  -1.032
Si  1.350  -0.622  -0.816  1.156
C  -0.480  -0.381  -0.460  -0.438
C  -1.132  -1.376  0.271  -0.201
C  -2.492  -1.309  0.553  -0.236
C  -3.236  -0.229  0.109  -0.213
C  -2.605  0.777  -0.610  -0.217
C  -1.250  0.699  -0.889  -0.151
H  2.844  -0.747  1.693  0.078
H  2.259  1.702  -0.197  0.337
H  3.495  0.476  -0.659  0.243
H  1.672  -2.011  -0.402  -0.203
H  1.517  -0.543  -2.292  -0.194
H  -0.579  -2.236  0.631  0.199
H  -2.955  -2.116  1.106  0.197
H  -4.295  -0.168  0.321  0.199
H  -3.158  1.629  -0.981  0.206
H  -0.781  1.498  -1.445  0.233
Br  0.815  2.947  0.740  -0.899

Calculated values
LUMO energy in eV: 3.32
HOMO in eV: -3.8
E_tot in eV: -88427.4650
HOMO-LUMO gap in eV: 7.10
Total charge: -1
Largest force on an atom in eV/A: 1.66

---

No. 6
An isolated molecule of C8H10ClNO in a non-equilibrium geometry. Source: OMol25; level of theory: ωB97M-V/def2-TZVPD.

Last column: natural (NBO) charge in e.
Positions of all 21 atoms, in Å:
C  -2.335  -0.964  -1.750  -0.654
C  -1.284  -0.201  -1.121  0.226
C  -0.900  1.071  -1.487  -0.138
Cl  -1.607  1.806  -2.919  -0.011
C  0.449  1.297  -0.893  -0.196
C  0.593  1.486  0.428  -0.154
C  1.411  0.365  1.017  -0.330
C  1.879  0.290  2.475  -0.602
C  0.597  -0.858  0.766  0.680
O  0.835  -1.934  1.289  -0.595
N  -0.443  -0.951  -0.153  -0.631
H  -3.257  -0.466  -1.702  0.247
H  -2.336  -1.913  -1.284  0.209
H  -2.151  -1.063  -2.716  0.235
H  1.275  0.732  -1.403  0.196
H  -0.078  1.983  1.060  0.210
H  2.334  0.298  0.183  0.246
H  1.012  -0.092  3.034  0.221
H  2.140  1.322  2.924  0.214
H  2.700  -0.382  2.490  0.235
H  -0.835  -1.827  -0.235  0.394

Calculated values
Structure (SMILES): CC1=C(Cl)C=C[C@@H](C)C(=O)N1
LUMO energy in eV: 0.30
HOMO in eV: -8.6
E_tot in eV: -24514.9058
HOMO-LUMO gap in eV: 8.86
ΔE to the lowest compared entry with this formula, charge and spin in kcal/mol: 60.3
Largest force on an atom in eV/A: 4.72

---

No. 7
An isolated molecule of C8H10F2N2. Source: OMol25; level of theory: ωB97M-V/def2-TZVPD.

Last column: natural (NBO) charge in e.
Positions of all 22 atoms, in Å:
N  -3.386  -0.876  3.597  -0.303
C  -2.665  -0.357  2.869  0.209
C  -1.772  0.278  1.995  0.072
F  -1.158  1.396  2.485  -0.320
C  -1.525  -0.185  0.741  0.603
F  -2.214  -1.298  0.418  -0.302
N  -0.765  0.293  -0.264  -0.427
C  0.219  1.340  -0.074  -0.219
C  1.604  0.727  0.141  -0.411
C  1.968  -0.163  -1.047  -0.400
C  0.879  -1.211  -1.269  -0.411
C  -0.480  -0.525  -1.428  -0.215
H  -0.055  1.980  0.759  0.241
H  0.223  1.948  -0.985  0.196
H  1.595  0.135  1.058  0.206
H  2.338  1.524  0.261  0.218
H  2.065  0.454  -1.944  0.195
H  2.927  -0.651  -0.870  0.216
H  1.093  -1.802  -2.159  0.217
H  0.839  -1.889  -0.413  0.205
H  -0.461  0.140  -2.298  0.197
H  -1.270  -1.260  -1.574  0.232

Calculated values
Structure (SMILES): N#C/C(F)=C(\F)N1CCCCC1
LUMO energy in eV: 0.72
HOMO in eV: -8.4
E_tot in eV: -16872.2342
HOMO-LUMO gap in eV: 9.12
ΔE to the lowest compared entry with this formula, charge and spin in kcal/mol: 0.0
Largest force on an atom in eV/A: 0.83

---

No. 8
A cluster of 2 separate species, C8H10FN in total in a non-equilibrium geometry. Source: OMol25; level of theory: ωB97M-V/def2-TZVPD.

Last column: natural (NBO) charge in e.
Positions of all 20 atoms, in Å:
H  1.388  -0.756  -1.137  0.346
N  0.497  -0.817  -0.659  -0.622
C  -0.497  -0.146  -1.054  0.289
C  -0.434  1.024  -1.909  -0.276
C  -1.266  2.045  -1.727  -0.158
C  -2.218  2.096  -0.643  -0.278
C  -2.582  0.939  -0.099  -0.104
C  -1.863  -0.337  -0.346  -0.518
H  0.278  1.200  -2.615  0.210
H  -1.182  2.918  -2.264  0.201
H  -2.745  2.993  -0.474  0.214
H  -3.291  1.029  0.891  0.208
H  -2.513  -0.914  -1.058  0.241
H  -1.802  -0.823  0.620  0.250
C  1.334  0.377  2.890  -0.496
C  1.524  -0.139  1.711  0.267
F  1.609  -1.448  1.331  -0.335
H  1.429  1.368  2.935  0.202
H  0.769  -0.069  3.736  0.210
H  2.022  0.408  0.975  0.150

Calculated values
Structure (SMILES): [H]/N=C1\C=CC=CC1.C=CF
LUMO energy in eV: 0.39
HOMO in eV: -8.7
E_tot in eV: -12661.8797
HOMO-LUMO gap in eV: 9.05
ΔE to the lowest compared entry with this formula, charge and spin in kcal/mol: 98.3
Largest force on an atom in eV/A: 4.63

---

Please write out number 4 again, unchanged.
A cluster of 2 separate species, C8H10BrNO3S in total in a non-equilibrium geometry. Source: OMol25; level of theory: ωB97M-V/def2-TZVPD.

Last column: natural (NBO) charge in e.
Positions of all 24 atoms, in Å:
C  -3.918  1.470  0.696  -0.150
C  -3.749  0.865  -0.571  -0.242
C  -3.020  1.075  1.637  -0.238
C  -2.792  -0.037  -0.800  0.021
C  -2.017  0.036  1.355  0.105
C  3.421  -2.049  0.931  -0.582
C  2.789  -0.856  0.186  -0.538
C  1.806  -0.232  1.176  0.647
N  -1.992  -0.521  0.214  -0.469
O  -1.093  -2.367  -1.629  -0.942
O  0.084  -2.260  0.434  -0.966
O  1.464  -0.489  2.284  -0.502
S  -1.164  -2.443  -0.198  1.733
Br  1.106  1.576  0.466  -0.192
H  -4.562  2.404  0.880  0.237
H  -4.220  1.367  -1.291  0.217
H  -3.024  1.579  2.576  0.222
H  -2.516  -0.571  -1.682  0.243
H  -1.255  -0.196  2.112  0.234
H  2.695  -2.744  1.235  0.228
H  3.974  -1.665  1.669  0.201
H  4.133  -2.584  0.156  0.203
H  3.669  -0.222  -0.132  0.255
H  2.154  -1.120  -0.729  0.274

Calculated values
LUMO energy in eV: -0.03
HOMO in eV: -9.8
E_tot in eV: -96966.8863
HOMO-LUMO gap in eV: 9.72
ΔE to the lowest compared entry with this formula, charge and spin in kcal/mol: 0.0
Largest force on an atom in eV/A: 5.87